# 1
C36H25Br2F5IrN2O4 | wB97M-V/def2-TZVPD

Geometry as XYZ:
```
75
C36H25Br2F5IrN2O4 | the Open Molecules 2025 dataset | wB97M-V/def2-TZVPD
Ir -0.872 -0.313 0.886
C -3.192 -0.601 4.309
C -1.806 -0.622 3.741
C -1.147 0.562 3.394
C 0.146 0.540 2.848
C 0.780 -0.698 2.610
C 0.130 -1.883 2.985
C -1.144 -1.839 3.534
H -3.854 -1.232 3.715
H -3.601 0.407 4.333
H -3.191 -0.994 5.327
H -1.636 1.513 3.563
H 0.679 1.463 2.659
H 1.787 -0.724 2.216
H 0.617 -2.834 2.818
H -1.643 -2.762 3.801
Br -6.110 -1.302 0.808
C -5.231 0.149 0.063
C -5.919 1.084 -0.691
C -5.265 2.173 -1.245
Br -6.253 3.378 -2.255
C -3.853 2.384 -1.050
C -3.132 3.482 -1.546
C -1.787 3.576 -1.280
C -1.166 2.575 -0.530
N -1.832 1.537 -0.054
C -3.149 1.435 -0.305
C -3.815 0.267 0.278
O -3.160 -0.559 0.944
H -6.981 0.961 -0.851
H -3.635 4.242 -2.128
H -1.207 4.412 -1.643
H -0.106 2.604 -0.309
F 1.441 -5.130 -3.888
C 0.824 -4.491 -2.924
C -0.570 -4.315 -2.987
F -1.226 -4.788 -4.031
C -1.206 -3.639 -1.987
F -2.507 -3.429 -2.034
C -0.479 -3.069 -0.868
O -1.078 -2.438 0.027
C 0.947 -3.313 -0.840
F 1.634 -2.870 0.210
C 1.572 -3.997 -1.838
F 2.883 -4.204 -1.813
C 5.164 0.389 3.066
O 4.491 0.289 1.806
C 3.804 1.375 1.367
C 3.559 2.524 2.107
C 2.858 3.574 1.524
C 2.404 3.487 0.216
C 2.641 2.337 -0.523
C 3.331 1.288 0.053
N 3.747 0.147 -0.678
C 3.315 -0.402 -1.785
C 2.069 -0.339 -2.453
C 2.075 -0.753 -3.813
C 0.925 -0.841 -4.543
C -0.301 -0.545 -3.912
C -0.358 -0.205 -2.587
C 0.818 -0.092 -1.791
O 0.775 0.171 -0.538
H 5.707 -0.542 3.189
H 4.443 0.504 3.878
H 5.860 1.228 3.063
H 3.927 2.615 3.117
H 2.689 4.476 2.096
H 1.901 4.328 -0.240
H 2.327 2.268 -1.557
H 4.625 -0.224 -0.323
H 4.063 -1.034 -2.255
H 3.026 -0.977 -4.280
H 0.952 -1.120 -5.587
H -1.219 -0.612 -4.482
H -1.310 -0.014 -2.105
```

## Properties
**Orbital gap (spin up / spin down)**: 0.267 / 0.193 Ha
**<S²>**: 8.826
**Spin multiplicity**: 6
**Max |F|**: 1.03 eV Å⁻¹
**Lowest unoccupied orbital energy (spin up / spin down)**: -5.79 / -7.92 eV
**Net charge**: +2
**Energy above the lowest of the compared OMol25 structures with the same formula, charge and spin**: 4.58 kcal per mole
**HOMO level (spin up / spin down)**: -13.06 / -13.18 eV
**Electronic energy**: -205400.58673 eV

Charges computed using Löwdin, reported in e:
1 Ir 1.3699
2 C -0.0186
3 C -0.2717
4 C -0.0607
5 C -0.1583
6 C -0.1577
7 C -0.0719
8 C -0.0174
9 H 0.0851
10 H 0.0888
11 H 0.1023
12 H 0.1295
13 H 0.1106
14 H 0.1086
15 H 0.1227
16 H 0.1370
17 Br 0.9304
18 C -0.5789
19 C -0.1401
20 C -0.5863
21 Br 0.9426
22 C -0.1652
23 C 0.0126
24 C 0.0107
25 C -0.0765
26 N 0.0112
27 C -0.1430
28 C -0.3592
29 O -0.0673
30 H 0.1131
31 H 0.0976
32 H 0.1250
33 H 0.0964
34 F 0.2048
35 C -0.0802
36 C -0.1256
37 F 0.1744
38 C -0.1064
39 F 0.1730
40 C -0.2441
41 O -0.0221
42 C -0.1100
43 F 0.1422
44 C -0.1250
45 F 0.1593
46 C -0.0335
47 O -0.0929
48 C -0.2320
49 C -0.0025
50 C -0.0540
51 C -0.0800
52 C -0.0163
53 C -0.1548
54 N 0.1611
55 C 0.0255
56 C -0.1379
57 C -0.0260
58 C -0.0662
59 C -0.0433
60 C -0.0232
61 C -0.3720
62 O -0.1834
63 H 0.1020
64 H 0.0983
65 H 0.1075
66 H 0.1162
67 H 0.1182
68 H 0.1115
69 H 0.1286
70 H 0.1711
71 H 0.1543
72 H 0.1259
73 H 0.1152
74 H 0.1213
75 H 0.0997

---

# 2
C36H25F6N6O6S2Sc | wB97M-V/def2-TZVPD

Geometry as XYZ:
```
82
C36H25F6N6O6S2Sc | the Open Molecules 2025 dataset | wB97M-V/def2-TZVPD
Sc 0.389 0.126 -0.838
C 1.783 3.351 -0.532
O 1.345 2.166 0.141
C 1.459 2.160 1.516
C 1.623 3.307 2.274
C 1.763 3.199 3.652
C 1.762 1.952 4.261
C 1.593 0.809 3.497
C 1.409 0.908 2.125
N 1.175 -0.174 1.251
N 1.239 -1.317 1.784
C 1.300 -2.414 0.987
C 1.764 -2.308 -0.343
O 1.881 -1.145 -0.900
C 2.208 -3.483 -1.020
C 2.062 -4.696 -0.440
C 1.514 -4.854 0.877
C 1.348 -6.127 1.454
C 0.831 -6.260 2.718
C 0.466 -5.116 3.444
C 0.615 -3.864 2.898
C 1.145 -3.711 1.605
H 2.788 3.612 -0.205
H 1.788 3.122 -1.591
H 1.100 4.178 -0.342
H 1.647 4.283 1.809
H 1.885 4.097 4.243
H 1.895 1.870 5.331
H 1.583 -0.175 3.945
H 2.606 -3.362 -2.019
H 2.357 -5.588 -0.980
H 1.632 -7.003 0.881
H 0.701 -7.243 3.153
H 0.060 -5.223 4.443
H 0.319 -2.979 3.448
C -1.943 -0.392 3.911
C -2.688 -1.521 3.603
C -2.849 -1.869 2.277
C -2.270 -1.084 1.273
N -1.515 -0.023 1.575
C -1.376 0.308 2.864
C -2.423 -1.461 -0.158
C -3.591 -2.121 -0.535
C -3.721 -2.660 -1.806
C -2.655 -2.562 -2.684
C -1.510 -1.869 -2.308
C -1.360 -1.256 -1.054
H -1.795 -0.064 4.932
H -3.131 -2.123 4.387
H -3.396 -2.761 2.007
H -0.774 1.186 3.075
H -4.415 -2.201 0.165
H -4.635 -3.164 -2.096
H -2.713 -3.007 -3.671
H -0.720 -1.803 -3.042
F -1.136 3.300 -4.419
C 0.115 2.906 -4.612
F 0.936 3.691 -3.908
F 0.411 2.988 -5.892
S 0.268 1.159 -4.044
O 0.326 1.289 -2.549
O -0.876 0.474 -4.543
N 1.671 0.879 -4.705
S 2.338 -0.492 -4.230
O 1.350 -1.222 -3.471
O 3.100 -1.161 -5.227
C 3.658 0.156 -3.109
F 4.352 -0.834 -2.577
F 4.465 0.924 -3.843
F 3.144 0.914 -2.130
N -1.615 6.590 -3.231
C -1.769 5.845 -2.369
C -1.963 4.931 -1.271
C -2.670 5.321 -0.140
C -2.808 4.405 0.883
C -2.231 3.151 0.745
N -1.537 2.767 -0.329
C -1.424 3.650 -1.317
H -3.095 6.314 -0.076
H -3.358 4.652 1.781
H -2.343 2.413 1.524
H -0.865 3.336 -2.182
```

## Properties
**Orbital gap**: 0.253 Ha
**Spin multiplicity**: 1
**Max |F|**: 1.19 eV Å⁻¹
**Lowest unoccupied orbital energy**: -1.04 eV
**Energy above the lowest of the compared OMol25 structures with the same formula, charge and spin**: 37.39 kcal per mole
**HOMO level**: -7.91 eV
**Electronic energy**: -117640.29644 eV

Charges computed using Löwdin, reported in e:
1 Sc 1.1181
2 C -0.0372
3 O -0.1692
4 C -0.2110
5 C -0.0070
6 C -0.0684
7 C -0.0764
8 C -0.0305
9 C -0.2051
10 N -0.0243
11 N 0.1396
12 C -0.1402
13 C -0.2916
14 O -0.1430
15 C 0.0294
16 C 0.0081
17 C -0.1635
18 C -0.0342
19 C -0.0847
20 C -0.0764
21 C -0.0253
22 C -0.0968
23 H 0.1155
24 H 0.0741
25 H 0.0938
26 H 0.1121
27 H 0.1075
28 H 0.1068
29 H 0.1170
30 H 0.1222
31 H 0.1203
32 H 0.1130
33 H 0.1012
34 H 0.1020
35 H 0.1002
36 C -0.0568
37 C -0.0609
38 C -0.0117
39 C -0.2238
40 N 0.1085
41 C -0.1596
42 C -0.2063
43 C -0.0557
44 C -0.0822
45 C -0.0775
46 C -0.1163
47 C -0.1257
48 H 0.1056
49 H 0.1092
50 H 0.1117
51 H 0.0963
52 H 0.1049
53 H 0.1012
54 H 0.1056
55 H 0.0629
56 F 0.1472
57 C -0.6911
58 F 0.1377
59 F 0.1758
60 S 0.6892
61 O -0.4068
62 O -0.2171
63 N -0.2695
64 S 0.6221
65 O -0.3189
66 O -0.2343
67 C -0.6687
68 F 0.1650
69 F 0.1462
70 F 0.1146
71 N 0.1739
72 C -0.1726
73 C -0.1926
74 C -0.0068
75 C -0.0347
76 C -0.1043
77 N 0.1036
78 C -0.0904
79 H 0.1262
80 H 0.1111
81 H 0.0901
82 H 0.0797

---

# 3
C36H26Br2F3FeN3O5SSb | wB97M-V/def2-TZVPD

Geometry as XYZ:
```
78
C36H26Br2F3FeN3O5SSb | the Open Molecules 2025 dataset | wB97M-V/def2-TZVPD
Fe 0.585 0.639 0.155
O 0.118 2.371 1.159
N -0.945 3.101 0.878
C -1.175 4.157 1.688
C -2.246 4.990 1.514
C -3.124 4.722 0.458
C -2.881 3.650 -0.357
C -1.770 2.794 -0.176
S -1.441 1.466 -1.177
H -0.433 4.258 2.465
H -2.389 5.822 2.188
H -3.988 5.351 0.285
H -3.537 3.410 -1.181
C -0.734 -0.254 2.984
C -0.885 -1.340 1.936
O -1.418 -2.410 2.217
O -0.438 -1.057 0.750
H -1.075 -0.626 3.948
H -1.334 0.610 2.689
H 0.308 0.065 3.030
Br 6.939 -2.220 -2.117
C 5.194 -2.043 -1.376
C 4.144 -2.737 -1.954
N 2.904 -2.657 -1.489
C 2.688 -1.847 -0.449
C 3.681 -1.120 0.193
C 4.978 -1.234 -0.280
C 3.376 -0.186 1.364
O 4.327 0.177 2.057
O 2.154 0.132 1.510
H 4.315 -3.371 -2.818
H 1.666 -1.772 -0.098
H 5.768 -0.678 0.206
F -3.026 -5.401 -6.847
C -2.685 -4.766 -5.690
C -3.625 -3.983 -5.059
C -3.266 -3.338 -3.877
C -1.993 -3.470 -3.329
C -1.078 -4.273 -4.013
C -1.410 -4.930 -5.190
Sb -1.244 -2.369 -1.576
C -3.216 -2.043 -0.794
C -3.733 -2.797 0.256
C -5.017 -2.567 0.737
C -5.770 -1.571 0.153
F -7.031 -1.342 0.618
C -5.291 -0.787 -0.874
C -4.002 -1.028 -1.336
C -0.880 -4.224 -0.545
C -1.637 -5.364 -0.805
C -1.392 -6.563 -0.144
C -0.368 -6.598 0.778
F -0.117 -7.770 1.426
C 0.403 -5.495 1.072
C 0.132 -4.307 0.408
H -4.617 -3.886 -5.483
H -4.014 -2.739 -3.371
H -0.076 -4.402 -3.615
H -0.700 -5.556 -5.715
H -3.117 -3.547 0.735
H -5.423 -3.137 1.563
H -5.906 0.002 -1.286
H -3.602 -0.389 -2.114
H -2.438 -5.326 -1.535
H -1.979 -7.452 -0.336
H 1.187 -5.562 1.814
H 0.706 -3.428 0.663
Br 5.335 1.168 -4.632
C 4.033 0.937 -3.260
C 4.150 1.669 -2.052
C 3.106 1.670 -1.176
N 1.915 1.019 -1.401
C 1.759 0.482 -2.655
C 2.751 0.424 -3.588
H 5.061 2.196 -1.798
H 3.200 2.164 -0.216
H 0.784 0.057 -2.866
H 2.554 -0.034 -4.548
```

## Properties
**Orbital gap (spin up / spin down)**: 0.138 / 0.253 Ha
**<S²>**: 8.772
**Spin multiplicity**: 6
**Max |F|**: 0.18 eV Å⁻¹
**Lowest unoccupied orbital energy (spin up / spin down)**: 4.03 / 4.03 eV
**Net charge**: -2
**Energy above the lowest of the compared OMol25 structures with the same formula, charge and spin**: 0.64 kcal per mole
**HOMO level (spin up / spin down)**: 0.29 / -2.84 eV
**Electronic energy**: -252461.92096 eV

Charges computed using Löwdin, reported in e:
1 Fe 0.6275
2 O -0.2047
3 N -0.2008
4 C -0.0370
5 C -0.0925
6 C -0.1049
7 C -0.1084
8 C -0.6587
9 S 0.6894
10 H 0.1317
11 H 0.0908
12 H 0.0950
13 H 0.0941
14 C -0.0073
15 C -0.6641
16 O 0.0061
17 O -0.2864
18 H 0.0699
19 H 0.0716
20 H 0.0636
21 Br 0.6669
22 C -0.6644
23 C -0.2115
24 N 0.0893
25 C -0.1071
26 C -0.1112
27 C -0.0616
28 C -0.6329
29 O 0.0047
30 O -0.0973
31 H 0.0930
32 H 0.0662
33 H 0.1153
34 F 0.0184
35 C -0.2992
36 C -0.0305
37 C -0.1139
38 C -0.3847
39 C -0.1355
40 C -0.0274
41 Sb 1.5541
42 C -0.3670
43 C -0.1016
44 C -0.0126
45 C -0.2917
46 F 0.0182
47 C -0.0265
48 C -0.1655
49 C -0.3596
50 C -0.1265
51 C -0.0269
52 C -0.2887
53 F 0.0210
54 C -0.0031
55 C -0.1065
56 H 0.1076
57 H 0.0828
58 H 0.1008
59 H 0.1099
60 H 0.0879
61 H 0.1119
62 H 0.1088
63 H 0.0701
64 H 0.0967
65 H 0.1068
66 H 0.1169
67 H 0.0786
68 Br 0.5730
69 C -0.7397
70 C -0.1702
71 C -0.1800
72 N -0.0883
73 C -0.2014
74 C -0.1716
75 H 0.0854
76 H 0.1062
77 H 0.0584
78 H 0.0811